Formula: BrClINO
Source: the Open Molecules 2025 dataset
Level of theory: ωB97M-V/def2-TZVPD

E = -94197.3355 eV
Gap between HOMO and LUMO (spin up / spin down) = 0.2911 / 0.2362 Ha
Net charge = 0
HOMO level (spin up / spin down) = -10.29 / -9.71 eV
Energy above the lowest of the compared OMol25 structures with the same formula, charge and spin = 73.52 kcal/mol

Geometry (Å):
N: 0.34 -0.33 0.78
O: 0.79 -0.04 -0.30
Cl: 0.04 -0.68 -1.91
Br: -0.15 -2.04 1.22
I: -1.02 3.09 0.21

=====

Formula: BrClOS
Source: the Open Molecules 2025 dataset
Level of theory: ωB97M-V/def2-TZVPD

E = -95446.4352 eV
Gap between HOMO and LUMO (spin up / spin down) = 0.3075 / 0.3075 Ha
Net charge = 0
HOMO level (spin up / spin down) = -10.70 / -10.69 eV
Energy above the lowest of the compared OMol25 structures with the same formula, charge and spin = 12.94 kcal/mol

Geometry (Å):
O: 1.20 -0.12 1.14
S: 0.16 0.54 0.45
Cl: 0.24 0.31 -2.06
Br: -1.60 -0.73 0.46

=====

Formula: BrCu
Source: the Open Molecules 2025 dataset
Level of theory: ωB97M-V/def2-TZVPD

E = -114678.8711 eV
Gap between HOMO and LUMO = 0.1629 Ha
Net charge = 0
HOMO level = -8.02 eV
Energy above the lowest of the compared OMol25 structures with the same formula, charge and spin = 62.28 kcal/mol

Geometry (Å):
Cu: 1.23 -0.24 1.62
Br: -1.23 0.24 -1.62